Record 1
17
Properties=species:S:1:pos:R:3 method="wB97M-V/def2-TZVPD" e_above_lowest_kj_mol=179.43 orbital_gap_ev=9.79 smiles="CN(C)C(=O)CN" e_lumo_ev=0.862
C -1.781 0.528 1.241
N -0.914 -0.367 0.388
C -1.553 -1.558 -0.049
C 0.195 0.279 -0.149
O 0.073 1.428 -0.528
C 1.573 -0.318 -0.076
N 2.484 0.342 -0.990
H -1.099 1.232 1.701
H -2.565 0.929 0.605
H -2.116 -0.139 2.033
H -2.297 -1.330 -0.834
H -2.025 -2.202 0.685
H -0.855 -2.243 -0.552
H 1.866 -0.171 0.971
H 1.531 -1.388 -0.299
H 3.431 0.020 -0.902
H 2.413 1.324 -0.806

Record 2
51
Properties=species:S:1:pos:R:3 method="wB97M-V/def2-TZVPD" e_above_lowest_kj_mol=1475.30 orbital_gap_ev=7.13 smiles="CC(=O)Nc1ccc(NC(=O)[C@H](C)c2cccc(C(=O)c3ccccc3)c2)cc1" e_lumo_ev=-0.278
C -6.580 -0.669 0.061
C -5.127 -0.209 0.475
O -4.778 -0.187 1.608
N -4.449 0.277 -0.550
C -3.171 0.627 -0.597
C -2.656 1.090 0.808
C -1.391 1.515 0.946
C -0.591 1.763 -0.522
N 0.795 1.950 -0.554
C 1.667 2.373 0.632
O 1.312 2.348 1.630
C 3.049 2.247 0.310
C 3.314 2.991 -1.102
C 3.644 0.684 0.323
C 4.783 0.660 0.856
C 5.313 -0.745 0.667
C 4.497 -1.743 0.532
C 3.324 -1.420 -0.047
C 2.374 -2.617 -0.332
O 2.676 -3.834 -0.884
C 0.909 -2.260 0.034
C 0.452 -1.756 1.333
C -0.762 -1.595 1.638
C -1.786 -1.962 0.710
C -1.497 -2.798 -0.515
C -0.108 -2.920 -0.707
C 2.744 -0.264 0.003
C -1.229 1.420 -1.700
C -2.436 0.889 -1.637
H -7.186 -0.948 0.710
H -7.295 0.221 -0.444
H -6.479 -1.419 -0.800
H -4.739 0.095 -1.424
H -3.073 0.979 1.718
H -0.685 1.856 1.700
H 1.065 2.194 -1.442
H 3.598 2.725 0.970
H 4.584 2.927 -1.133
H 2.807 3.901 -1.089
H 3.025 2.148 -1.968
H 5.548 1.490 1.046
H 6.307 -0.889 1.255
H 4.863 -2.643 0.226
H 1.305 -1.302 2.127
H -1.028 -1.015 2.296
H -2.789 -1.730 1.076
H -2.276 -3.250 -1.013
H 0.114 -3.642 -1.635
H 1.758 0.010 -0.410
H -0.726 1.572 -2.633
H -2.989 0.864 -2.552

Record 3
13
Properties=species:S:1:pos:R:3 method="wB97M-V/def2-TZVPD" e_above_lowest_kj_mol=267.55 orbital_gap_ev="4.26 / 3.30" multiplicity=2 s2=0.842 total_charge=+1 e_lumo_ev="-6.999 / -6.997"
O -1.052 1.160 1.898
C -0.496 0.125 2.268
C -0.509 -1.042 1.409
Cu -1.447 3.455 1.190
Li -0.516 1.360 -1.376
H 0.057 0.055 3.203
H -1.481 -1.299 1.014
H 0.180 -1.825 1.686
C 0.258 -0.814 -1.734
C 1.374 0.004 -2.280
H 0.073 -1.799 -2.135
H 1.921 -0.405 -3.128
H 1.639 1.026 -2.015

Record 4
20
Properties=species:S:1:pos:R:3 method="wB97M-V/def2-TZVPD" e_above_lowest_kj_mol=472.48 orbital_gap_ev="4.84 / 6.72" multiplicity=3 s2=2.009 e_lumo_ev="1.097 / -1.228"
C 2.317 0.856 0.089
C -1.558 -0.156 -1.159
C -1.764 0.880 1.045
C 0.496 -1.848 0.571
N 1.084 0.304 -0.458
N -1.342 -0.252 0.227
N 0.317 -0.415 0.483
H 3.193 0.113 0.171
H 2.675 1.700 -0.454
H 2.175 1.312 0.943
H -0.991 0.580 -1.621
H -1.293 -1.078 -1.588
H -2.595 0.125 -1.151
H -2.775 0.776 1.501
H -1.026 0.871 1.817
H -1.800 1.869 0.553
H 1.412 -2.073 0.924
H -0.229 -2.163 1.223
H 0.416 -2.289 -0.377
H 1.082 -0.280 -1.321

Number 1: largest force on an atom 0.04673 Eh/bohr. Number 2: largest force on an atom 0.38337 Eh/bohr. Number 3: largest force on an atom 0.12211 Eh/bohr. Number 4: largest force on an atom 0.14024 Eh/bohr.